No. 1
Formula: C2H2N2OS
Source: the Open Molecules 2025 dataset
Level of theory: the ωB97M-V functional and the def2-TZVPD basis

The geometry in ORCA input format:
```
! RIJCOSX wB97M-V def2-TZVPD def2/J DEFGRID3
* xyz 0 1
N 1.4933 1.1430 -0.7366
C 0.9631 0.0603 -0.8613
O 0.4656 -1.0088 -0.8106
H 2.2455 1.6316 -1.0705
N -1.1662 -1.3688 1.3933
C -1.7105 -0.3496 1.6780
S -2.3455 0.7967 2.4844
H -0.8267 -1.9059 0.5803
*
```

Properties
Structure (SMILES): N=C=O.N=C=S
HOMO energy in eV: -9.2857
E_LUMO in eV: 0.553
Strongest force on any atom in eV Å⁻¹: 4.2



No. 2
Formula: C2H2N2P2
Source: the Open Molecules 2025 dataset
Level of theory: the ωB97M-V functional and the def2-TZVPD basis

The geometry in ORCA input format:
```
! RIJCOSX wB97M-V def2-TZVPD def2/J DEFGRID3
* xyz 0 1
C -1.2040 -1.1952 -0.4555
C -1.0621 1.6747 -0.0429
N -1.9153 -1.5583 -1.2802
N -1.4944 2.5313 -0.6495
P 1.7593 -0.6109 0.0122
P -0.2170 -0.6632 1.0041
H 1.7357 0.7475 0.2992
H 2.3977 -0.9259 1.1127
*
```

Properties
HOMO energy in eV: -11.1144
E_LUMO in eV: -3.226
Strongest force on any atom in eV Å⁻¹: 5.5



No. 3
Formula: C2H2N2PS
Source: the Open Molecules 2025 dataset
Level of theory: the ωB97M-V functional and the def2-TZVPD basis

The geometry in ORCA input format:
```
! RIJCOSX wB97M-V def2-TZVPD def2/J DEFGRID3
* xyz -1 1
C -0.1410 0.4586 -0.6042
C -0.2827 0.1669 0.9078
N 0.2638 -0.7755 -1.2222
N 0.0617 -1.0294 1.2032
P 0.1417 -2.0981 -0.3894
S 1.2528 1.4221 -0.4361
H -0.9010 0.9518 -1.1908
H -0.3953 0.9036 1.7316
*
```

Properties
HOMO energy in eV: -2.7068
E_LUMO in eV: 3.770
Strongest force on any atom in eV Å⁻¹: 4.3



No. 4
Formula: C2H2N3O
Source: the Open Molecules 2025 dataset
Level of theory: the ωB97M-V functional and the def2-TZVPD basis

The geometry in ORCA input format:
```
! RIJCOSX wB97M-V def2-TZVPD def2/J DEFGRID3
* xyz 1 1
C -0.7666 -0.7570 -0.3156
C 0.7673 0.8577 0.3347
N 0.3537 -1.4102 -0.2425
N 1.4041 -0.9932 0.0481
N -0.4698 0.5769 0.0328
O 1.6372 1.5265 0.6654
H -1.7466 -1.1128 -0.5809
H -1.1794 1.3121 0.0581
*
```

Properties
HOMO energy (spin up / spin down) in eV: -15.4929 / -15.1666
E_LUMO (spin up / spin down) in eV: -7.674 / -7.956
Strongest force on any atom in eV Å⁻¹: 3.4



No. 5
Formula: C2H2N3O
Source: the Open Molecules 2025 dataset
Level of theory: the ωB97M-V functional and the def2-TZVPD basis

The geometry in ORCA input format:
```
! RIJCOSX wB97M-V def2-TZVPD def2/J DEFGRID3
* xyz 1 1
N 1.7573 -1.6119 -0.1564
N 1.1198 -0.7461 0.1199
C 0.2789 0.1901 0.5049
N -0.4680 0.8885 -0.6043
C -1.2441 -0.1206 -0.0954
O -2.1580 -0.7878 0.1354
H 0.7154 0.6039 1.3750
H -0.0015 1.5838 -1.2790
*
```

Properties
Structure (SMILES): N#[N+][C@H]1NC1=O
HOMO energy in eV: -16.3309
E_LUMO in eV: -6.080
Strongest force on any atom in eV Å⁻¹: 5.5



No. 6
Formula: C2H2N3O
Source: the Open Molecules 2025 dataset
Level of theory: the ωB97M-V functional and the def2-TZVPD basis

The geometry in ORCA input format:
```
! RIJCOSX wB97M-V def2-TZVPD def2/J DEFGRID3
* xyz 1 1
H 1.3957 -0.8664 1.6583
N 0.9035 0.0000 1.3908
N 0.6965 0.2407 0.2600
C 0.3001 0.7658 -0.8092
N -0.9266 0.2671 -1.1186
C -1.3467 -0.5406 -0.2900
O -1.8821 -1.3017 0.3591
H 0.8597 1.4351 -1.4503
*
```

Properties
Structure (SMILES): [H]/N=N/C=[N+]=C=O
HOMO energy in eV: -15.8843
E_LUMO in eV: -6.607
Strongest force on any atom in eV Å⁻¹: 3.5



No. 7
Formula: C2H2N3O
Source: the Open Molecules 2025 dataset
Level of theory: the ωB97M-V functional and the def2-TZVPD basis

The geometry in ORCA input format:
```
! RIJCOSX wB97M-V def2-TZVPD def2/J DEFGRID3
* xyz 1 3
C 0.5127 0.4280 -0.6746
C 0.6409 -1.0707 -0.0759
N -0.3809 1.0921 -0.0921
N -1.2866 0.5793 0.6203
N -2.0034 0.9131 1.3891
O -0.1070 -1.2282 0.8280
H 1.2411 0.9110 -1.3317
H 1.3832 -1.6247 -0.6631
*
```

Properties
HOMO energy (spin up / spin down) in eV: -13.9802 / -17.7250
E_LUMO (spin up / spin down) in eV: -6.499 / -9.987
Strongest force on any atom in eV Å⁻¹: 5.0



No. 8
Formula: C2H2N3O2
Source: the Open Molecules 2025 dataset
Level of theory: the ωB97M-V functional and the def2-TZVPD basis

The geometry in ORCA input format:
```
! RIJCOSX wB97M-V def2-TZVPD def2/J DEFGRID3
* xyz -1 1
O -1.4541 -1.5296 -1.0525
C -0.5388 -0.7476 -0.7891
N 0.7239 -1.1217 -0.4436
C 1.1607 -0.1349 0.4012
O 2.0355 -0.3391 1.2481
N 0.3396 0.9965 0.2840
N -0.7684 0.5574 -0.4884
H 0.2344 1.5013 1.1381
H -1.7329 0.8178 -0.2978
*
```

Properties
Structure (SMILES): O=c1nc([O-])[nH][nH]1
HOMO energy in eV: -4.0836
E_LUMO in eV: 4.321
Strongest force on any atom in eV Å⁻¹: 3.0



So what do the calculations give for DFT total energy? Going down the list: -660.3356; -869.4697; -926.4471; -316.4918; -316.5027; -316.5194; -316.3863; -392.2181 Eh.
So what do the calculations give for relative energy (zero: lowest compared OMol25 entry of this formula, charge and spin)? Going down the list: 7.6; 71.0; 49.8; 61.6; 54.8; 44.4; 79.1; 0.0 kcal per mole.